# 1
15
Properties=species:S:1:pos:R:3 method="wB97M-V/def2-TZVPD" fmax_ev_per_a=3.15 orbital_gap_ev="7.3 / 7.3" homo_ha="-0.28871 / -0.28860" energy_ev=-158139.141
Br 4.070 -0.144 0.530
Br -2.830 -0.630 0.404
S -0.181 1.081 0.959
N -1.864 1.140 0.726
N 0.961 0.124 -0.686
C 1.472 -1.193 -0.212
C 0.313 -1.193 -0.831
C 2.750 -1.586 0.447
C -2.389 2.018 -0.295
H -1.996 1.574 -1.247
H 3.288 -2.519 -0.090
H -3.441 1.848 -0.302
H -0.632 -1.686 -0.817
H -2.095 3.008 -0.027
H 2.574 -1.842 1.441


# 2
7
Properties=species:S:1:pos:R:3 method="wB97M-V/def2-TZVPD" fmax_ev_per_a=5.73 orbital_gap_ev=8.7 homo_ha=-0.30600 energy_ev=-14363.023
P -1.283 0.559 -0.319
O -2.179 -0.809 -0.189
N 0.150 -0.039 0.071
N 1.297 0.599 -0.122
H -1.550 -1.844 -0.076
H 1.453 1.431 0.469
H 2.113 0.103 0.165


# 3
22
Properties=species:S:1:pos:R:3 method="wB97M-V/def2-TZVPD" fmax_ev_per_a=3.45 orbital_gap_ev=9.2 homo_ha=-0.31357 energy_ev=-9530.902
O -1.595 0.509 -2.061
C 0.256 2.662 -0.005
C 1.303 0.460 0.143
C -0.279 -3.151 -0.013
C 0.623 -0.863 -0.361
C -0.139 -1.699 0.359
C -0.199 1.200 2.056
C 0.319 1.404 0.831
H 1.992 0.159 0.930
H -1.438 0.651 -3.008
H -0.073 0.172 2.316
H 1.678 0.908 -0.762
H 1.255 3.141 0.142
H -2.096 -0.294 -2.273
H 0.962 -1.029 -1.407
H -0.683 -3.729 0.837
H -0.846 1.889 2.533
H -1.028 -3.225 -0.772
H -0.532 3.247 0.449
H -0.511 -1.384 1.324
H 0.318 2.528 -1.072
H 0.714 -3.556 -0.186


# 4
19
Properties=species:S:1:pos:R:3 method="wB97M-V/def2-TZVPD" fmax_ev_per_a=4.12 orbital_gap_ev="8.2 / 8.2" homo_ha="-0.32381 / -0.30167" energy_ev=-21428.820
Cl 2.119 -0.750 -1.385
N 2.297 0.604 1.994
C -0.266 1.975 -0.253
C -0.277 0.403 -0.422
C -0.943 -0.225 -1.624
C 1.836 0.357 0.991
C -0.965 1.065 0.767
C 1.079 -0.095 -0.175
C 0.305 -2.278 0.956
H -0.719 -2.154 0.702
H 0.741 -3.118 0.399
H -2.035 1.125 0.681
H -1.249 -1.184 -1.343
H -0.153 -0.235 -2.322
H -0.959 2.630 -0.732
H 0.717 2.414 0.152
H 0.715 -1.930 1.846
H -1.628 0.469 -1.992
H -0.615 0.929 1.761


# 5
13
Properties=species:S:1:pos:R:3 method="wB97M-V/def2-TZVPD" fmax_ev_per_a=3.23 orbital_gap_ev="5.9 / 6.8" homo_ha="-0.19486 / -0.33158" spin_multiplicity=3 energy_ev=-27855.275
S 3.067 0.316 0.206
S -2.229 1.701 -0.039
N -1.602 -0.937 0.353
N 1.188 2.110 -0.159
C -0.926 -2.157 0.216
C -1.821 0.205 0.128
C 1.642 0.872 -0.347
H -1.607 -2.901 -0.208
H 0.987 0.236 -0.939
H -0.603 -2.492 1.202
H -0.052 -2.057 -0.434
H 1.714 2.740 0.427
H 0.243 2.365 -0.405


# 6
19
Properties=species:S:1:pos:R:3 method="wB97M-V/def2-TZVPD" fmax_ev_per_a=5.88 orbital_gap_ev=9.2 homo_ha=-0.30805 energy_ev=-26523.168
S -2.707 -0.005 -0.410
P -0.938 0.316 0.203
C -0.885 0.355 1.990
C 0.008 1.856 -0.474
C 1.102 -0.265 -1.211
C 0.278 -0.778 -0.309
C 0.081 -2.514 0.066
C 1.077 1.231 -1.422
H 0.183 0.460 2.274
H -0.392 -2.381 1.141
H -0.765 -2.642 -0.663
H -1.416 1.091 2.364
H 1.749 -0.820 -1.844
H 2.096 1.662 -1.110
H 0.458 2.282 0.485
H 0.978 -3.164 -0.009
H -0.643 2.551 -0.931
H -1.285 -0.678 2.274
H 1.019 1.445 -2.415